Formula: C21H30ClN3O3S
Source: the OMol25 dataset
Level of theory: the ωB97M-V functional and the def2-TZVPD basis

As for the structure (SMILES): CC[C@H](C(=O)N[C@H]1CCCCN(C(=O)c2sc(C)cc2Cl)CC1)N1CCCC1=O. The energy comes out at -2066.65212 Ha. The value obtained for the energy above the lowest of the compared OMol25 structures with the same formula, charge and spin is 4.90 kcal/mol. The value obtained for the lowest unoccupied orbital energy is 0.63 eV. The HOMO-LUMO gap comes out at 9.35 eV.

```
59
Properties=species:S:1:pos:R:3:forces:R:3:nbo_charge:R:1
C -4.53530 -2.29839 -2.03897 0.018 -0.009 -0.023 -0.61
C -3.09522 -1.86080 -1.81279 -0.026 -0.052 -0.020 -0.41
C -3.00624 -0.41781 -1.31695 -0.045 -0.106 -0.036 -0.11
C -1.54127 0.02717 -1.19771 -0.076 0.163 0.064 0.69
O -0.73423 -0.25803 -2.06483 0.008 -0.047 -0.029 -0.64
N -1.23893 0.81591 -0.14180 0.073 -0.029 -0.061 -0.62
C 0.12272 1.29619 0.08205 -0.002 -0.096 0.017 -0.04
C 0.40203 2.45384 -0.87624 -0.038 0.039 -0.003 -0.41
C 1.82375 3.02170 -0.90486 0.007 0.009 -0.005 -0.40
C 2.94547 1.97374 -0.95502 -0.026 -0.032 -0.025 -0.42
C 3.58664 1.65122 0.39321 0.010 0.044 0.018 -0.20
N 2.70364 1.03174 1.37330 0.003 -0.043 0.064 -0.43
C 2.68155 -0.29170 1.67054 0.060 0.011 -0.095 0.66
O 1.88067 -0.76672 2.45815 0.021 -0.024 -0.003 -0.61
C 3.65645 -1.18114 0.95514 -0.120 0.145 -0.002 -0.35
S 3.09037 -2.30164 -0.21376 -0.048 -0.126 0.059 0.50
C 4.65706 -2.97654 -0.44111 -0.052 0.050 -0.082 -0.17
C 4.87456 -4.10686 -1.39437 0.022 -0.015 -0.044 -0.64
C 5.57694 -2.34915 0.33662 0.006 0.024 0.090 -0.29
C 4.99240 -1.32339 1.13193 0.104 -0.084 0.024 -0.05
Cl 5.90965 -0.35786 2.23241 0.017 0.006 0.016 0.01
C 1.70396 1.86118 2.03945 0.011 0.028 -0.019 -0.21
C 0.26974 1.59433 1.56862 -0.039 0.018 0.025 -0.42
N -3.79708 -0.15555 -0.12666 0.132 0.158 0.203 -0.46
C -4.74258 0.94905 -0.06533 -0.053 -0.038 -0.025 -0.20
C -5.09057 1.05980 1.42813 -0.038 -0.029 -0.025 -0.41
C -4.73822 -0.31423 2.00421 0.053 0.056 -0.003 -0.51
C -3.73203 -0.89215 1.02316 -0.129 -0.070 -0.117 0.68
O -3.00541 -1.84489 1.20846 0.061 0.019 0.031 -0.61
H -4.56874 -3.30827 -2.44782 -0.013 0.005 0.005 0.22
H -5.10272 -2.30305 -1.10666 -0.001 -0.002 0.006 0.20
H -5.04749 -1.63695 -2.74322 0.001 -0.002 0.002 0.19
H -2.60650 -2.52159 -1.09865 -0.005 0.028 0.018 0.24
H -2.52538 -1.90962 -2.73983 -0.002 0.011 -0.008 0.23
H -3.43591 0.22314 -2.09536 0.069 -0.007 -0.011 0.22
H -1.90277 0.87751 0.61047 -0.009 -0.005 -0.007 0.40
H 0.78624 0.46473 -0.17174 -0.008 0.019 -0.013 0.21
H 0.16607 2.08154 -1.87523 -0.006 -0.003 0.000 0.23
H -0.31149 3.25716 -0.66284 0.022 0.007 0.018 0.20
H 1.89078 3.65359 -1.79276 0.004 -0.002 0.000 0.22
H 1.99410 3.69624 -0.06153 -0.004 0.000 -0.001 0.19
H 2.58103 1.05093 -1.41742 0.014 0.002 -0.005 0.21
H 3.75217 2.33571 -1.59751 0.000 0.016 0.014 0.22
H 4.44210 0.99984 0.23955 -0.013 -0.006 -0.008 0.23
H 3.97185 2.57370 0.83965 0.000 -0.008 -0.006 0.19
H 5.93066 -4.37188 -1.41569 -0.001 0.001 -0.002 0.23
H 4.30861 -4.99126 -1.09939 0.000 0.009 0.005 0.23
H 4.57078 -3.83915 -2.40694 0.001 -0.003 -0.004 0.23
H 6.62588 -2.60577 0.36248 -0.002 0.008 0.016 0.23
H 1.75013 1.67378 3.11341 0.028 -0.027 -0.014 0.23
H 1.99263 2.89676 1.87329 -0.020 0.002 0.001 0.20
H -0.35579 2.45220 1.84270 0.031 0.011 -0.018 0.20
H -0.10155 0.72382 2.11170 -0.006 0.006 0.008 0.24
H -4.28593 1.86038 -0.45806 -0.010 0.007 0.024 0.20
H -5.62678 0.73330 -0.67478 0.008 -0.024 0.002 0.19
H -4.48422 1.83573 1.89721 0.037 -0.020 -0.014 0.21
H -6.13417 1.32914 1.57592 0.004 0.016 0.011 0.22
H -4.29764 -0.28313 2.99819 -0.028 0.000 0.018 0.24
H -5.59648 -0.98754 2.04582 -0.004 -0.008 -0.030 0.23
```
Positions in Å, forces in eV/Å.